# 1
Molecular formula: C39H56ClIN6NbO2
Method: DFT, ωB97M-V with the def2-TZVPD basis set

charge	-1

Geometry (Å):
C: -1.0766 -2.2813 -0.7207
C: -1.4636 -0.8905 -0.2982
O: -2.5469 -0.6254 0.0985
O: -0.4713 -0.0035 -0.3974
C: -0.6427 0.9150 -1.5240
C: 0.1605 0.4400 -2.7552
Nb: 2.3118 1.1279 -2.9943
I: 2.4376 2.3014 -0.4388
C: 4.5708 1.6235 -3.1299
C: 5.0427 2.0732 -4.5149
C: 6.4732 2.7018 -4.4915
N: 6.6161 3.8049 -5.4685
C: 1.7845 3.0913 -4.0745
C: 0.5921 3.9206 -3.5295
C: -0.6187 3.8755 -4.4704
Cl: -2.0505 3.0212 -3.8073
C: 2.6082 0.1888 -5.0158
C: 1.5333 -0.7204 -5.6229
C: 0.3266 0.0409 -6.1953
C: 1.1584 -1.9684 -4.8059
H: -1.1750 -2.3702 -1.7948
H: -1.7164 -2.9943 -0.2275
H: -0.0436 -2.4010 -0.4210
H: -1.6948 0.8433 -1.7908
H: -0.4981 1.9431 -1.2196
H: 0.2257 -0.6326 -2.6061
H: -0.4759 0.6104 -3.6207
H: 2.8187 -0.4584 -2.2258
H: 4.8381 2.3957 -2.4196
H: 5.1052 0.7057 -2.8940
H: 4.4021 2.8205 -4.9838
H: 5.1135 1.2529 -5.2200
H: 7.1574 1.9391 -4.8474
H: 6.7319 3.0426 -3.4994
H: 6.0307 3.6090 -6.2729
H: 6.2344 4.6543 -5.0643
H: 2.6780 3.7014 -3.9463
H: 1.6641 2.9228 -5.1430
H: 0.3159 3.7294 -2.4974
H: 0.8999 4.9648 -3.5591
H: -0.9523 4.8869 -4.6541
H: -0.3560 3.4832 -5.4384
H: 3.5484 -0.3578 -5.0327
H: 2.7545 1.0141 -5.7122
H: 1.9948 -1.1446 -6.5192
H: 0.5206 0.2980 -7.2336
H: -0.5842 -0.5470 -6.1695
H: 0.2072 0.9922 -5.6904
H: 1.7475 -1.9317 -3.8923
H: 1.3628 -2.9041 -5.3191
H: 0.1289 -1.9492 -4.4648
N: -2.3034 -1.6741 6.1444
C: -1.7525 -0.5455 5.6946
C: -1.7491 -0.1677 4.3595
C: -2.3482 -1.0094 3.4364
C: -2.9238 -2.1878 3.8852
C: -2.8754 -2.4698 5.2415
H: -1.2930 0.0829 6.4511
H: -1.2883 0.7611 4.0523
H: -2.3666 -0.7534 2.3849
H: -3.4007 -2.8732 3.1970
H: -3.3170 -3.3801 5.6356
N: 0.7631 -5.1825 0.6438
C: 0.7522 -6.5072 0.5132
C: 0.4818 -7.3847 1.5523
C: 0.2101 -6.8560 2.8027
C: 0.2182 -5.4807 2.9610
C: 0.4975 -4.6916 1.8549
H: 0.9735 -6.8780 -0.4823
H: 0.4851 -8.4534 1.3840
H: -0.0050 -7.5062 3.6418
H: 0.0118 -5.0256 3.9205
H: 0.5095 -3.6095 1.9333
N: -0.3952 2.6589 7.9718
C: -1.5844 2.7748 8.5603
C: -1.7601 2.8862 9.9313
C: -0.6350 2.8735 10.7383
C: 0.6114 2.7519 10.1456
C: 0.6750 2.6493 8.7641
H: -2.4377 2.7769 7.8901
H: -2.7532 2.9800 10.3532
H: -0.7282 2.9567 11.8141
H: 1.5154 2.7365 10.7394
H: 1.6296 2.5548 8.2574
N: -5.5479 3.3950 10.9439
C: -6.2853 2.4377 10.3830
C: -7.4530 2.6798 9.6760
C: -7.8819 3.9900 9.5466
C: -7.1296 4.9994 10.1241
C: -5.9753 4.6492 10.8070
H: -5.9134 1.4268 10.5107
H: -8.0094 1.8623 9.2388
H: -8.7889 4.2215 9.0025
H: -7.4288 6.0356 10.0462
H: -5.3533 5.4074 11.2709
N: 1.9103 -4.0169 -7.4791
C: 0.7271 -4.4773 -7.8784
C: 0.3271 -4.5289 -9.2052
C: 1.2055 -4.0713 -10.1732
C: 2.4401 -3.5854 -9.7774
C: 2.7413 -3.5817 -8.4235
H: 0.0695 -4.8201 -7.0862
H: -0.6474 -4.9159 -9.4705
H: 0.9312 -4.0922 -11.2207
H: 3.1552 -3.2162 -10.5001
H: 3.6972 -3.2115 -8.0681

Force components x, y, z for each atom (eV/Å):
0.3 0.5 0.7
1.1 -1.1 -0.6
-1.9 0.7 0.7
0.7 0.8 -0.4
-0.8 -0.5 -0.7
0.3 0.1 1.2
0.1 1.3 -0.2
0.0 -0.1 -0.1
-0.6 -0.6 -0.8
1.0 0.5 0.4
-0.9 -0.1 -1.3
0.2 0.3 0.4
-0.4 -0.4 0.6
0.3 0.1 -1.0
0.1 0.6 0.6
0.0 -0.1 -0.2
-0.3 -0.1 0.5
-0.2 -0.7 -1.0
0.5 0.2 0.0
0.3 0.6 0.8
0.1 0.0 -0.3
-0.2 -0.3 0.1
0.3 -0.4 -0.2
-0.3 0.2 0.1
0.4 0.0 0.4
0.0 -0.3 -0.2
0.1 0.1 -0.3
0.0 -0.4 -0.4
0.0 0.1 0.4
0.2 -0.1 0.4
-0.3 0.1 0.1
-0.3 -0.3 -0.1
0.4 -0.2 0.5
0.2 0.1 0.2
0.0 -0.1 0.0
0.0 0.0 0.0
0.3 -0.1 0.0
0.0 0.1 -0.2
-0.1 -0.3 0.1
0.0 0.3 0.3
-0.3 0.2 0.0
-0.1 -0.6 -0.2
0.2 -0.1 0.3
0.1 0.3 0.0
0.2 0.0 -0.1
0.0 0.0 -0.3
-0.2 0.0 0.1
-0.4 0.1 0.3
0.2 -0.3 0.2
0.0 0.0 -0.1
-0.3 0.0 -0.1
0.0 0.0 -0.1
0.0 0.0 0.2
0.0 -0.1 0.1
0.0 0.1 -0.2
0.0 0.0 0.1
0.0 0.0 0.1
0.0 0.1 -0.1
0.0 0.0 0.0
0.0 0.0 0.0
0.0 0.0 0.0
0.0 0.0 -0.1
-0.1 -0.1 0.2
0.0 0.1 -0.2
0.0 0.0 0.0
0.0 -0.1 0.1
0.0 0.0 0.0
0.0 0.1 -0.2
0.0 -0.1 0.0
0.0 0.0 0.0
0.0 0.0 0.0
0.0 0.0 0.0
0.0 0.0 0.1
0.0 0.0 0.1
0.0 0.0 -0.1
-0.1 0.0 0.0
0.0 0.0 0.1
0.0 0.0 0.0
0.0 0.0 -0.1
0.0 0.0 0.1
0.0 0.0 0.0
0.0 0.0 0.0
0.0 0.0 0.0
0.0 0.0 0.1
-0.1 0.0 -0.1
0.1 -0.1 0.1
0.0 0.0 0.0
-0.1 0.0 0.0
0.0 0.0 0.0
0.1 0.0 0.1
0.0 0.0 0.0
0.0 0.0 0.0
0.0 0.0 0.0
0.0 0.0 0.0
0.0 0.0 0.0
0.0 -0.1 -0.2
0.0 0.0 0.2
0.0 0.0 0.0
0.0 0.0 -0.1
0.0 0.0 0.0
0.1 0.0 0.1
0.0 0.0 0.0
0.0 0.0 0.0
0.0 0.0 0.0
0.0 0.0 0.0
0.0 0.0 -0.1



# 2
Molecular formula: C39H56InNP2S5Si2
Method: DFT, ωB97M-V with the def2-TZVPD basis set

charge	-2

Geometry (Å):
In: -0.5665 1.1698 -0.2821
C: 1.5839 -0.2089 3.6283
C: 0.2293 0.2649 4.1558
C: 0.4126 1.6079 4.8608
P: -0.9786 0.3453 2.7036
C: -2.5241 0.7943 3.6819
C: -2.6818 2.3057 3.4490
C: -3.8083 0.0817 3.2641
C: -0.9942 -1.4460 2.3863
C: -1.5262 -2.3179 3.3331
C: -1.3599 -3.6911 3.2848
C: -2.0050 -4.6142 4.2874
C: -0.5000 -4.1718 2.3006
C: 0.0502 -3.3375 1.3538
C: -0.2467 -1.9441 1.2746
N: 0.2656 -1.1245 0.3021
C: 0.9112 -1.7196 -0.7857
C: 0.3384 -2.8186 -1.4611
C: 1.0237 -3.5424 -2.4130
C: 2.3158 -3.1923 -2.7871
C: 3.0980 -4.0051 -3.7877
C: 2.8411 -2.0343 -2.2374
C: 2.1721 -1.2809 -1.2744
P: 2.8615 0.2660 -0.5999
C: 4.5343 -0.3209 0.0265
C: 4.3424 -1.4843 0.9968
C: 5.2174 0.8574 0.7220
C: 3.3511 1.2039 -2.1660
C: 4.7231 0.9585 -2.7951
C: 3.1816 2.7040 -1.8794
H: 2.3112 -0.2925 4.4423
H: 1.5033 -1.1772 3.1335
H: 1.9535 0.5193 2.9023
H: -0.1683 -0.4749 4.8619
H: 0.7422 2.3595 4.1414
H: -0.5054 1.9547 5.3388
H: 1.1803 1.5182 5.6362
H: -2.3353 0.6069 4.7462
H: -2.7782 2.5066 2.3795
H: -3.5691 2.6927 3.9604
H: -1.8081 2.8600 3.7938
H: -3.9774 0.1897 2.1939
H: -3.7915 -0.9824 3.4934
H: -4.6612 0.5267 3.7871
H: -2.0767 -1.8977 4.1693
H: -2.6064 -4.0488 5.0004
H: -2.6579 -5.3371 3.7903
H: -1.2504 -5.1778 4.8444
H: -0.2358 -5.2262 2.2928
H: 0.7635 -3.7595 0.6634
H: -0.6787 -3.0949 -1.2112
H: 0.5498 -4.4021 -2.8784
H: 2.7592 -5.0422 -3.7974
H: 2.9731 -3.6014 -4.7971
H: 4.1632 -3.9924 -3.5513
H: 3.8260 -1.7143 -2.5616
H: 5.1457 -0.6609 -0.8157
H: 3.7012 -1.1869 1.8274
H: 3.8737 -2.3334 0.4971
H: 5.3057 -1.8084 1.4034
H: 4.5624 1.2705 1.4924
H: 6.1574 0.5458 1.1894
H: 5.4408 1.6619 0.0195
H: 2.5876 0.9169 -2.8929
H: 5.5291 1.3143 -2.1504
H: 4.9000 -0.0923 -3.0261
H: 4.7790 1.5138 -3.7361
H: 3.8320 3.0290 -1.0641
H: 3.4253 3.2947 -2.7682
H: 2.1513 2.9238 -1.5954
C: -3.6303 -1.3462 0.0332
Si: -3.1202 0.4630 -0.4248
C: -4.5929 1.6035 0.0812
C: -3.4172 0.3698 -2.3253
C: -4.7242 0.0630 -2.7275
C: -5.0737 -0.0856 -4.0581
C: -4.1000 0.0798 -5.0349
C: -2.8066 0.3913 -4.6528
C: -2.4313 0.5384 -3.3113
Si: -0.5760 0.9283 -2.9665
C: -0.2846 2.5054 -4.0191
C: 0.2236 -0.4620 -4.0254
H: -4.6301 -1.4014 0.4745
H: -2.9323 -1.7981 0.7396
H: -3.6258 -1.9523 -0.8749
H: -5.5310 1.0466 0.1667
H: -4.7191 2.3727 -0.6823
H: -4.4207 2.1169 1.0280
H: -5.4898 -0.0758 -1.9692
H: -6.0932 -0.3342 -4.3355
H: -4.3492 -0.0416 -6.0841
H: -2.0609 0.5144 -5.4325
H: -0.8720 2.4775 -4.9405
H: 0.7682 2.6259 -4.2897
H: -0.5897 3.3901 -3.4564
H: 0.0025 -0.3151 -5.0863
H: -0.1821 -1.4284 -3.7248
H: 1.3070 -0.5214 -3.9158
S: 0.7295 8.4989 1.8184
C: 0.3982 6.9406 1.3484
S: 1.2106 5.5607 1.9834
C: 0.3776 4.3223 1.0643
C: -0.5811 4.7560 0.2097
S: -1.5797 3.7858 -0.7902
S: -0.7940 6.5065 0.1823
S: 0.9124 2.6982 1.3011

Force components x, y, z for each atom (eV/Å):
-0.3 0.1 -0.1
-0.1 0.0 0.0
0.2 0.2 -0.2
-0.1 -0.1 0.0
0.0 -0.2 0.5
0.0 0.0 -0.3
0.0 -0.1 0.1
0.1 0.0 0.0
0.0 0.0 0.0
0.1 -0.1 -0.1
-0.1 -0.1 0.2
0.1 0.1 -0.1
0.0 0.1 0.0
0.1 0.0 0.0
0.2 0.0 0.1
0.0 0.4 -0.1
0.2 -0.3 -0.1
-0.1 0.2 0.0
0.0 -0.1 0.0
0.2 0.0 -0.1
-0.1 0.2 0.0
-0.1 -0.1 0.0
-0.4 -0.1 0.2
0.4 0.1 0.1
-0.2 0.0 0.0
0.0 0.0 -0.1
0.0 0.0 -0.1
0.0 0.2 0.2
-0.2 -0.1 0.0
-0.1 -0.1 -0.1
0.0 0.0 0.0
0.0 0.0 0.0
0.1 0.0 0.0
0.0 0.0 0.0
0.0 0.1 0.0
0.0 0.0 0.0
0.0 0.0 0.0
0.0 0.0 0.0
0.0 0.1 0.0
0.0 0.0 0.0
0.0 0.1 0.0
-0.1 0.0 0.0
0.0 0.0 -0.1
0.0 0.0 0.0
0.0 0.0 0.0
0.0 0.0 0.0
0.0 0.0 0.1
-0.1 0.0 0.1
0.0 0.0 0.0
0.0 0.0 -0.1
0.0 -0.1 0.1
0.0 0.0 0.0
0.0 0.0 0.0
0.0 -0.1 0.0
0.0 0.0 0.0
0.0 0.0 0.0
0.0 0.0 0.0
0.0 0.0 0.1
0.0 0.0 0.1
0.0 0.0 0.0
0.0 0.0 0.0
0.0 0.0 0.0
0.0 0.0 0.0
0.0 0.0 0.0
0.0 0.0 0.0
0.1 0.0 0.0
0.1 0.0 0.0
0.0 0.0 0.0
0.0 0.0 0.0
0.0 0.1 0.1
0.2 0.2 0.2
-0.3 -0.2 -0.4
0.3 0.0 0.1
0.1 0.1 0.1
-0.1 0.0 0.0
0.0 0.0 0.0
0.0 0.0 0.0
0.0 0.0 -0.2
0.1 0.1 0.2
0.1 0.0 -0.4
0.1 0.0 0.4
0.1 0.1 0.3
0.0 0.0 0.0
-0.1 0.0 0.0
0.0 0.0 0.0
0.0 -0.1 0.0
0.1 0.0 0.0
0.0 0.0 0.0
0.0 0.0 0.0
0.0 0.0 0.0
0.0 0.0 0.0
0.0 0.0 0.0
0.0 -0.1 0.0
0.1 0.0 0.0
0.0 0.0 0.0
-0.1 0.1 0.0
0.0 0.0 0.0
0.0 0.0 0.0
0.0 0.3 0.1
-0.1 -0.4 -0.1
-0.2 0.1 -0.2
0.0 0.3 -0.2
0.1 0.3 0.3
-0.4 -0.1 -0.3
0.3 -0.1 0.2
0.2 -0.5 -0.3



Number 1: E -76556.422 eV. Number 2: E -136529.517 eV.